(A)
Molecular formula: C4H7NO
Method: DFT, ωB97M-V/def2-TZVPD

Results
Net charge: 0
Orbital gap (eV): 10.99
E_HOMO (eV): -9.935

Element x y z (Å)
C  -0.607  0.507  -1.462
C  0.298  0.425  -0.212
C  -0.617  -0.043  0.876
N  0.310  -0.686  1.951
C  1.324  -0.990  1.249
O  1.343  -0.568  -0.137
H  -0.102  1.063  -2.241
H  -0.877  -0.492  -1.819
H  -1.566  1.039  -1.269
H  0.749  1.420  -0.024
H  -1.320  0.772  1.130
H  -1.182  -0.897  0.471
H  2.245  -1.550  1.488



(B)
Molecular formula: C4H7NO
Method: DFT, ωB97M-V/def2-TZVPD

Results
Net charge: 0
Orbital gap (eV): 10.46
E_HOMO (eV): -9.416

Element x y z (Å)
O  -0.399  2.065  -0.104
C  -0.765  0.714  -0.217
C  0.008  -0.214  -1.232
C  0.390  -1.108  -0.059
N  1.145  -0.244  0.858
C  -0.334  -0.246  0.902
H  0.387  2.102  0.451
H  -1.834  0.795  -0.385
H  0.856  0.274  -1.717
H  -0.627  -0.704  -1.977
H  0.516  -2.188  -0.041
H  1.480  -0.815  1.633
H  -0.847  -0.505  1.823



(C)
Molecular formula: C4H7NO
Method: DFT, ωB97M-V/def2-TZVPD

Results
Net charge: 0
Orbital gap (eV): 8.08
E_HOMO (eV): -7.764

Element x y z (Å)
C  -1.451  -1.189  -0.069
C  -0.462  -0.161  -0.536
C  1.873  0.339  0.230
O  0.528  0.076  0.705
C  -0.918  1.155  -0.802
N  -1.178  2.269  -1.042
H  -0.959  -2.150  0.114
H  -2.053  -0.930  0.819
H  -2.151  -1.345  -0.897
H  2.500  0.540  1.100
H  1.854  1.182  -0.464
H  2.176  -0.569  -0.285
H  0.222  0.825  1.253



(D)
Molecular formula: C4H7NO
Method: DFT, ωB97M-V/def2-TZVPD

Results
Net charge: 0
Orbital gap (eV): 9.74
E_HOMO (eV): -9.099

Element x y z (Å)
C  2.127  -0.209  0.097
C  0.698  0.183  0.135
N  0.099  1.176  -0.350
C  -1.290  1.013  0.074
C  -1.393  -0.272  0.862
O  -0.146  -0.705  0.873
H  2.502  -0.325  1.118
H  2.701  0.561  -0.420
H  2.251  -1.169  -0.414
H  -1.591  1.837  0.735
H  -1.977  1.032  -0.778
H  -1.868  -1.550  -1.319
H  -2.113  -1.571  -0.613



Which is most stable, and by how much? (A), by 98.1 kJ/mol.



(A)
Molecular formula: C4H7NO
Method: DFT, ωB97M-V/def2-TZVPD

Results
Net charge: 0
Orbital gap (eV): 10.51
E_HOMO (eV): -9.551

Element x y z (Å)
C  2.124  0.352  0.401
N  1.364  -0.766  -0.248
C  0.147  -0.456  -0.286
C  -1.289  -0.927  -0.608
C  -1.650  0.408  0.068
O  -0.285  0.758  0.180
H  1.552  1.213  0.786
H  2.821  0.764  -0.328
H  2.635  -0.072  1.264
H  -1.663  -1.829  -0.113
H  -1.557  -0.965  -1.668
H  -2.134  1.182  -0.523
H  -2.065  0.338  1.076



(B)
Molecular formula: C4H7NO
Method: DFT, ωB97M-V/def2-TZVPD

Results
Net charge: 0
Orbital gap (eV): 11.39
E_HOMO (eV): -10.519

Element x y z (Å)
O  1.580  0.190  1.081
C  1.288  0.272  -0.296
C  0.085  -0.593  -0.681
C  -1.101  -0.448  0.249
C  -1.176  1.248  0.754
N  -2.127  1.121  0.049
H  0.938  0.768  1.521
H  2.173  -0.075  -0.837
H  1.099  1.312  -0.598
H  0.367  -1.654  -0.635
H  -0.217  -0.376  -1.713
H  -0.917  -0.832  1.252
H  -1.993  -0.934  -0.146



(C)
Molecular formula: C4H7NO
Method: DFT, ωB97M-V/def2-TZVPD

Results
Net charge: 0
Orbital gap (eV): 10.02
E_HOMO (eV): -9.142

Element x y z (Å)
C  0.042  1.264  -0.217
C  0.207  0.012  -0.131
C  1.612  -0.540  0.270
C  -0.791  -0.928  -0.409
N  -2.027  -0.821  -0.006
O  -2.462  0.282  0.342
H  -0.829  1.696  -0.807
H  0.801  2.085  -0.196
H  2.093  -1.150  -0.480
H  1.661  -1.166  1.279
H  2.202  0.300  0.550
H  -0.725  -1.884  -0.794
H  -1.784  0.849  0.599



Which is most stable, and by how much? (A), by 113.4 kJ/mol.



(A)
Molecular formula: C4H7NO
Method: DFT, ωB97M-V/def2-TZVPD

Results
Net charge: 0
Orbital gap (eV): 10.78
E_HOMO (eV): -9.704

Element x y z (Å)
C  0.832  0.451  0.932
O  0.463  1.264  -0.188
C  -0.825  0.808  -0.644
C  -0.785  -0.686  -0.384
N  0.509  -1.168  -0.880
C  0.326  -0.923  0.548
H  0.366  0.833  1.848
H  1.922  0.467  1.044
H  -1.612  1.378  -0.143
H  -0.892  0.967  -1.730
H  -1.665  -1.325  -0.435
H  0.967  -0.291  -1.186
H  0.395  -1.775  1.219



(B)
Molecular formula: C4H7NO
Method: DFT, ωB97M-V/def2-TZVPD

Results
Net charge: 0
Orbital gap (alpha / beta) (eV): 9.24 / 9.24
E_HOMO (alpha / beta) (eV): -8.863 / -8.861

Element x y z (Å)
C  0.586  -2.132  -0.641
N  0.830  -0.874  -0.231
C  1.367  0.196  -1.002
O  0.765  -0.591  1.064
H  0.315  -2.493  -1.563
H  0.370  -2.889  0.171
H  1.320  -0.116  -2.187
H  0.957  1.133  -0.802
H  2.427  0.280  -0.834
C  -2.803  2.063  1.291
C  -1.775  1.520  1.695
H  -3.383  2.730  0.709
H  -0.975  1.172  2.331



(C)
Molecular formula: C4H7NO
Method: DFT, ωB97M-V/def2-TZVPD

Results
Net charge: 0
Orbital gap (eV): 10.60
E_HOMO (eV): -9.463

Element x y z (Å)
C  1.585  -0.593  0.394
N  0.792  -1.488  -0.414
C  0.638  -0.044  -0.585
C  -0.421  0.766  0.041
C  -1.839  0.574  -0.159
O  -1.210  0.172  1.060
H  1.416  -0.505  1.468
H  2.631  -0.377  0.095
H  0.074  -1.838  0.221
H  1.003  0.328  -1.543
H  0.025  1.823  0.286
H  -2.510  1.423  -0.070
H  -2.184  -0.241  -0.794



Which is most stable, and by how much? (A), by 101.8 kJ/mol.



(A)
Molecular formula: C4H7NO
Method: DFT, ωB97M-V/def2-TZVPD

Results
Net charge: 0
Orbital gap (eV): 10.70
E_HOMO (eV): -9.677

Element x y z (Å)
C  1.743  0.047  0.355
C  0.498  0.087  -0.493
C  -1.082  -0.854  -0.010
N  -1.695  0.206  -0.816
C  -0.634  0.932  -0.172
O  -0.708  1.754  0.708
H  2.380  0.943  0.295
H  1.444  -0.080  1.394
H  2.365  -0.796  0.035
H  0.734  0.122  -1.579
H  -1.488  -0.810  1.036
H  -1.050  -1.879  -0.347
H  -2.596  0.563  -0.507



(B)
Molecular formula: C4H7NO
Method: DFT, ωB97M-V/def2-TZVPD

Results
Net charge: 0
Orbital gap (eV): 10.46
E_HOMO (eV): -9.559

Element x y z (Å)
O  -1.731  -0.827  0.841
C  -1.062  -0.043  -0.106
C  -0.202  1.178  0.291
N  0.877  0.764  -0.661
C  1.422  -0.456  -0.084
C  0.161  -0.549  -0.850
H  -1.074  -1.270  1.391
H  -1.824  0.262  -0.828
H  0.131  1.189  1.336
H  -0.621  2.154  0.037
H  1.458  -0.548  1.002
H  2.314  -0.811  -0.594
H  0.134  -1.057  -1.811



Which is most stable, and by how much? (B), by 13.0 kJ/mol.



(A)
Molecular formula: C4H7NO
Method: DFT, ωB97M-V/def2-TZVPD

Results
Net charge: 0
Orbital gap (alpha / beta) (eV): 7.86 / 8.19
E_HOMO (alpha / beta) (eV): -7.328 / -7.686

Element x y z (Å)
C  -1.810  -0.394  0.115
N  -1.545  1.032  0.219
C  -0.840  0.229  -0.816
C  0.569  -0.072  -0.720
C  2.183  -0.214  0.788
O  0.993  -0.599  0.407
H  -1.430  -1.058  0.889
H  -2.794  -0.648  -0.267
H  -0.914  1.188  1.007
H  -1.153  0.461  -1.829
H  1.297  0.265  -1.457
H  2.832  -0.827  1.377
H  2.612  0.637  0.285



(B)
Molecular formula: C4H7NO
Method: DFT, ωB97M-V/def2-TZVPD

Results
Net charge: 0
Orbital gap (alpha / beta) (eV): 7.66 / 9.03
E_HOMO (alpha / beta) (eV): -8.409 / -9.527

Element x y z (Å)
C  -0.467  -0.886  1.127
C  0.642  -1.247  0.125
C  0.494  -0.086  -0.952
C  -0.825  0.556  -0.396
N  -1.205  0.164  0.891
O  -0.176  2.743  0.062
H  -0.562  -1.382  2.068
H  1.535  -1.480  0.699
H  0.271  -2.105  -0.439
H  1.147  0.717  -0.990
H  0.309  -0.475  -1.914
H  -1.550  1.001  -1.076
H  0.388  2.479  0.794



Which is most stable, and by how much? (B), by 80.6 kJ/mol.



(A)
Molecular formula: C4H7NO
Method: DFT, ωB97M-V/def2-TZVPD

Results
Net charge: 0
Orbital gap (eV): 10.82
E_HOMO (eV): -9.884

Element x y z (Å)
C  1.400  -0.596  -0.080
C  -0.027  -0.093  -0.079
C  -1.069  -0.937  0.559
O  -2.234  -0.940  0.232
C  -0.279  1.367  0.078
N  -0.395  0.733  -1.222
H  1.581  -1.124  -1.019
H  2.132  0.218  -0.020
H  1.591  -1.276  0.757
H  -0.701  -1.536  1.418
H  -1.180  1.749  0.556
H  0.649  1.885  0.273
H  -1.381  0.568  -1.427



(B)
Molecular formula: C4H7NO
Method: DFT, ωB97M-V/def2-TZVPD

Results
Net charge: 0
Orbital gap (eV): 9.44
E_HOMO (eV): -8.737

Element x y z (Å)
C  -0.654  1.210  0.879
O  0.571  0.580  0.875
C  0.869  -0.246  -0.238
C  0.182  -1.610  -0.209
C  0.365  0.532  -1.423
N  -0.472  1.378  -1.462
H  -1.486  0.498  0.989
H  -0.893  1.956  -0.434
H  -0.628  2.001  1.617
H  1.957  -0.366  -0.251
H  0.471  -2.159  0.693
H  -0.906  -1.501  -0.224
H  0.481  -2.186  -1.091



Which is most stable, and by how much? (A), by 224.4 kJ/mol.